[1]
The following is a DFT calculation (ωB97M-V/def2-TZVPD) of C22H32CrN6O3S2 as an isolated structure at a distorted geometry.

Last column: Mulliken spin population.
Geometry (Å):
Cr -0.103 0.120 -0.094  0.90
C 0.219 -2.650 -0.748  -0.03
N -0.605 -2.172 0.421  0.00
C 0.019 -2.049 1.754  -0.01
C -0.259 -0.793 2.633  0.01
N 0.121 0.585 2.186  0.00
C 1.560 0.869 2.271  -0.05
C -0.435 1.725 2.900  0.01
C -0.495 1.727 4.282  0.00
C -0.977 2.843 4.955  0.00
C -1.390 3.937 4.198  0.00
C -1.336 3.913 2.817  0.00
C -0.865 2.798 2.098  -0.01
S -0.819 2.715 0.389  -0.01
C -1.863 -2.865 0.339  0.00
C -1.910 -4.247 0.339  0.00
C -3.123 -4.920 0.226  0.00
C -4.282 -4.155 0.118  0.00
C -4.232 -2.773 0.135  0.00
C -3.025 -2.057 0.256  -0.01
S -2.966 -0.345 0.328  0.02
H 0.701 -3.629 -0.657  0.00
H 0.999 -1.969 -0.963  0.01
H -0.393 -2.703 -1.641  0.00
H 1.101 -2.202 1.696  0.00
H -0.304 -2.951 2.294  0.00
H 0.244 -1.009 3.591  0.00
H -1.335 -0.749 2.801  -0.01
H 2.038 0.582 3.228  0.00
H 1.848 1.899 2.084  0.00
H 1.994 0.283 1.059  0.03
H -0.164 0.859 4.842  0.00
H -1.035 2.854 6.036  0.00
H -1.779 4.817 4.699  0.00
H -1.689 4.767 2.252  0.00
H -0.984 -4.811 0.410  0.00
H -3.160 -6.002 0.214  0.00
H -5.243 -4.651 0.024  0.00
H -5.152 -2.206 0.060  0.00
N 2.020 -0.680 0.125  0.03
C 2.791 -0.198 -1.031  0.01
C 4.188 0.292 -0.555  0.00
C 5.223 -0.820 -0.314  0.00
C 5.713 -1.583 -1.549  0.00
N 6.268 -0.680 -2.553  0.00
C 5.513 -0.055 -3.473  0.00
N 5.949 1.131 -3.942  0.00
N 4.351 -0.498 -3.898  0.00
C 2.098 0.900 -1.879  0.00
O 2.723 1.168 -2.987  0.00
O 1.047 1.406 -1.518  -0.01
H 2.237 -0.253 1.802  0.01
H 2.056 -1.659 0.288  0.00
H 2.901 -1.045 -1.723  -0.01
H 4.047 0.795 0.405  0.00
H 4.581 1.053 -1.234  0.00
H 4.803 -1.545 0.392  0.00
H 6.111 -0.397 0.167  0.00
H 4.912 -2.184 -1.977  0.00
H 6.508 -2.279 -1.283  0.00
H 7.196 -0.333 -2.390  0.00
H 6.682 1.623 -3.474  0.00
H 5.301 1.663 -4.502  0.00
H 4.094 -1.420 -3.582  0.00
H 3.589 0.346 -3.630  0.00
O -0.479 -0.415 -1.580  0.10

Atoms 1-6, force components in eV/Å:
-1.53 0.74 -2.00
-0.13 -0.90 0.63
1.29 -0.13 -1.07
0.22 -0.82 -0.47
-0.48 0.11 0.61
1.54 -0.83 -0.18

The gap between HOMO and LUMO (spin up / spin down) comes out at 0.1471 / 0.1419 Ha. The electronic energy comes out at -3252.406448 a.u. As for the multiplicity: 2. Its expectation value of S² is 0.761. For the LUMO energy (spin up / spin down), the calculation gives 1.44 / 1.44 eV. Its net charge is -1. Its molecular weight is 544.67 g/mol.

[2]
The following is a DFT calculation (ωB97M-V/def2-TZVPD) of C41H62FeGeN5O2PSb as an isolated structure at a distorted geometry.

Last column: Mulliken spin population.
Geometry (Å):
Fe -0.812 0.549 -0.195  2.20
O -1.789 4.351 -1.542  0.14
C -1.607 3.305 -0.916  0.04
N -1.074 2.141 -1.396  -0.12
C -0.776 2.039 -2.738  -0.03
O -1.384 2.572 -3.666  0.05
C 0.409 1.205 -2.961  0.04
C 0.990 1.158 -4.236  0.01
C 2.143 0.446 -4.436  0.00
C 2.710 -0.214 -3.332  0.02
C 2.064 -0.131 -2.117  0.00
N 0.953 0.555 -1.896  0.03
C -1.907 3.203 0.518  0.31
C -2.526 4.262 1.191  -0.04
C -2.826 4.150 2.526  0.17
C -2.494 2.948 3.181  0.16
C -1.861 1.961 2.455  0.05
N -1.552 2.051 1.163  0.14
H 0.495 1.705 -5.025  0.00
H 2.618 0.394 -5.406  0.00
H 3.627 -0.775 -3.423  0.00
H 2.470 -0.630 -1.245  0.00
H -2.768 5.143 0.616  0.01
H -3.294 4.964 3.061  0.03
H -2.719 2.790 4.226  0.02
H -1.580 1.029 2.918  -0.11
C 3.183 1.138 4.677  0.00
C 1.939 1.081 3.797  -0.03
C 1.219 2.422 3.871  0.05
C 1.019 -0.016 4.312  -0.04
Sb 2.198 0.597 1.555  -0.06
C 3.358 2.431 0.817  0.02
C 4.383 2.918 1.827  0.00
C 4.060 2.167 -0.507  0.00
C 2.262 3.457 0.567  0.02
C 3.704 -1.178 1.589  0.01
C 2.846 -2.362 1.162  0.02
C 4.821 -0.970 0.578  0.00
C 4.336 -1.493 2.936  0.00
H 2.942 1.654 5.610  0.00
H 3.998 1.676 4.205  0.00
H 3.529 0.144 4.940  0.00
H 0.783 2.564 4.864  -0.01
H 0.409 2.486 3.149  -0.01
H 1.908 3.244 3.690  0.00
H 0.694 0.200 5.332  0.00
H 1.534 -0.975 4.320  0.00
H 0.139 -0.114 3.680  0.06
H 5.069 2.112 2.090  0.00
H 3.902 3.282 2.731  0.00
H 4.973 3.737 1.409  0.00
H 4.930 1.529 -0.384  0.00
H 4.405 3.116 -0.925  0.00
H 3.384 1.717 -1.230  0.00
H 1.749 3.734 1.483  0.00
H 1.521 3.057 -0.127  0.00
H 2.682 4.364 0.127  0.00
H 2.448 -2.216 0.160  -0.01
H 2.012 -2.497 1.848  0.00
H 3.439 -3.280 1.158  0.00
H 4.444 -0.622 -0.378  0.00
H 5.337 -1.915 0.398  0.00
H 5.547 -0.252 0.952  0.00
H 3.584 -1.781 3.666  0.00
H 4.909 -0.651 3.317  0.00
H 5.021 -2.337 2.818  0.00
C -3.084 -2.393 -1.558  0.06
P -1.839 -1.202 -2.248  -0.05
C -0.832 -2.542 -3.026  -0.02
C -1.311 -3.308 -4.086  0.00
C -0.548 -4.325 -4.623  0.00
C 0.705 -4.605 -4.103  0.00
C 1.179 -3.872 -3.028  0.00
C 0.409 -2.855 -2.490  0.03
C -2.761 -0.669 -3.747  0.01
C -4.107 -0.335 -3.637  0.00
C -4.847 -0.016 -4.761  0.00
C -4.252 -0.020 -6.011  0.00
C -2.899 -0.294 -6.122  0.00
C -2.152 -0.591 -4.997  0.00
H -3.907 -1.858 -1.097  0.01
H -2.560 -2.961 -0.793  -0.02
H -3.464 -3.070 -2.324  0.00
H -2.284 -3.099 -4.507  0.00
H -0.931 -4.901 -5.455  0.00
H 1.306 -5.388 -4.540  0.00
H 2.152 -4.089 -2.612  0.00
H 0.768 -2.284 -1.648  0.00
H -4.569 -0.334 -2.661  0.00
H -5.897 0.225 -4.667  0.00
H -4.839 0.195 -6.894  0.00
H -2.429 -0.286 -7.095  0.00
H -1.096 -0.801 -5.100  0.00
N -4.687 1.185 0.381  0.01
N -3.770 0.520 -0.495  0.02
H -5.304 1.745 -0.202  0.00
H -4.210 1.829 1.016  0.01
H -3.198 1.188 -1.030  -0.02
H -3.135 -0.035 0.091  0.05
C -2.793 -0.936 3.940  0.02
Ge -2.036 -1.881 2.329  0.09
C -3.716 -2.867 1.790  0.06
C -0.905 -3.333 3.154  0.01
C -0.986 -0.991 0.958  0.58
H -3.272 -1.682 4.571  0.00
H -3.554 -0.215 3.656  0.00
H -2.047 -0.432 4.547  0.00
H -4.188 -3.231 2.698  0.00
H -3.519 -3.726 1.156  0.00
H -4.425 -2.219 1.286  0.00
H -1.494 -3.976 3.803  0.00
H -0.107 -2.900 3.750  0.00
H -0.459 -3.961 2.388  0.00
H -0.245 -1.737 0.631  -0.01

Atoms 1-6, force components in eV/Å:
-0.26 1.61 0.32
0.07 0.15 -0.27
-0.80 0.77 1.46
0.84 -0.98 -1.32
-1.81 1.21 0.91
0.74 -0.53 0.12

The gap between HOMO and LUMO (spin up / spin down) comes out at 0.1447 / 0.2641 Ha. The electronic energy comes out at -5945.891691 a.u. As for the multiplicity: 5. Its expectation value of S² is 6.049. For the LUMO energy (spin up / spin down), the calculation gives 2.28 / 2.29 eV. Its net charge is -1. Its molecular weight is 938.17 g/mol.

[3]
The following is a DFT calculation (ωB97M-V/def2-TZVPD) of a 2-piece molecular cluster, C4H12NS2 overall at a distorted geometry.

Last column: Löwdin charge in e.
Geometry (Å):
C -2.222 -1.123 0.757  -0.48
S -1.149 -2.582 0.833  0.38
S -0.734 -2.925 -1.151  0.34
H -1.736 -0.362 0.125  0.02
H -2.290 -0.761 1.806  0.05
H -3.201 -1.449 0.381  0.05
H -1.892 -3.490 -1.540  -0.17
C 1.678 1.970 -1.755  -0.07
C 1.186 1.665 -0.349  -0.09
C 0.995 0.404 0.138  -0.12
N 0.587 0.161 1.515  0.15
H 1.929 1.098 -2.388  0.09
H 0.818 2.479 -2.231  0.10
H 2.612 2.540 -1.654  0.09
H 0.961 2.538 0.287  0.12
H 1.089 -0.537 -0.414  0.11
H 0.021 0.966 1.840  0.18
H -0.066 -0.641 1.697  0.06
H 1.413 0.049 2.103  0.18

Atoms 1-6, force components in eV/Å:
0.14 -0.01 0.28
0.00 -0.23 -0.05
0.16 0.17 -0.02
-0.52 -0.22 0.08
-0.31 -0.16 -0.58
0.28 0.54 0.16

The gap between HOMO and LUMO comes out at 0.3451 Ha. The electronic energy comes out at -1010.451894 a.u. As for the multiplicity: 1. For the LUMO energy, the calculation gives -3.38 eV. Its net charge is +1. Its molecular weight is 138.28 g/mol.

[4]
The following is a DFT calculation (ωB97M-V/def2-TZVPD) of C42H58BBrCeF4N7O3SSi3Te as an isolated structure at a distorted geometry.

Last column: Mulliken spin population.
Geometry (Å):
Ce -0.868 1.090 -1.468  1.01
C -5.226 -3.706 -2.145  0.00
C -4.515 -2.730 -2.952  0.00
N -5.016 -2.157 -4.028  0.00
N -4.106 -1.227 -4.427  0.00
C -3.009 -1.268 -3.655  0.00
S -1.658 -0.334 -3.951  0.00
N -3.267 -2.216 -2.679  0.00
N -2.397 -2.721 -1.676  0.00
H -4.782 -3.963 -1.147  0.00
H -5.321 -4.642 -2.681  0.00
H -6.252 -3.361 -1.984  0.00
H -4.276 -0.634 -5.256  0.00
H -2.746 -2.618 -0.709  0.00
H -1.489 -2.186 -1.723  0.00
C 2.303 -2.577 -2.726  0.00
Si 3.198 -1.738 -1.324  0.00
C 4.913 -2.484 -1.206  0.00
C 2.420 -2.326 0.254  0.00
C 3.154 0.127 -1.612  0.00
C 2.454 0.561 -2.808  0.00
C 2.824 0.246 -4.114  0.00
C 2.184 0.767 -5.243  0.00
C 1.250 1.733 -5.099  0.00
C 0.965 2.112 -3.772  0.01
N 1.324 1.414 -2.689  0.00
Si 4.177 1.349 -0.647  0.00
C 6.014 1.153 -1.052  0.00
C 4.126 1.179 1.261  0.00
C 3.614 3.183 -0.978  0.00
H 2.998 -2.807 -3.529  0.00
H 1.424 -2.078 -3.152  0.00
H 2.050 -3.492 -2.215  0.00
H 4.793 -3.565 -1.361  0.00
H 5.369 -2.260 -0.226  0.00
H 5.604 -2.056 -1.923  0.00
H 2.458 -3.414 0.294  0.00
H 1.374 -1.959 0.356  0.00
H 3.086 -1.944 1.057  0.00
H 3.574 -0.540 -4.210  0.00
H 2.509 0.444 -6.207  0.00
H 0.757 2.177 -5.934  0.00
H 0.215 2.896 -3.673  0.00
H 6.458 0.248 -0.607  0.00
H 6.634 1.995 -0.764  0.00
H 6.135 1.065 -2.177  0.00
H 4.380 0.139 1.542  0.00
H 3.120 1.389 1.632  0.00
H 4.827 1.845 1.779  0.00
H 2.789 3.308 -1.732  0.00
H 4.501 3.561 -1.447  0.00
H 3.414 3.770 -0.100  0.00
C 1.078 0.419 3.966  0.00
O -0.017 1.327 3.553  0.00
C 0.123 2.631 3.932  0.00
C 0.953 3.121 4.943  0.00
C 0.930 4.461 5.246  0.00
Br 1.883 5.240 6.714  0.00
C 0.197 5.362 4.507  0.00
C -0.574 4.860 3.411  0.00
C -0.768 3.468 3.273  0.00
O -1.633 2.921 2.367  0.00
C -0.856 5.711 2.241  0.00
N -1.035 5.289 0.976  0.00
C -1.236 6.437 0.209  0.00
C -1.579 6.528 -1.131  0.00
C -1.853 7.832 -1.650  0.00
C -1.876 8.961 -0.794  0.00
C -1.532 8.828 0.543  0.00
C -1.187 7.576 1.034  0.00
N -0.951 7.094 2.309  0.00
H 0.867 0.100 4.989  0.00
H 2.086 0.847 3.889  0.00
H 0.990 -0.455 3.301  0.00
H 1.604 2.484 5.511  0.00
H 0.124 6.432 4.757  0.00
H -1.949 3.664 1.826  0.00
H -1.496 5.707 -1.845  0.00
H -1.966 7.966 -2.717  0.00
H -2.082 9.955 -1.184  0.00
H -1.473 9.690 1.196  0.00
H -0.773 7.699 3.106  0.00
O -0.037 3.026 -0.441  -0.01
H 0.955 3.053 -0.500  0.00
H -0.298 3.861 0.076  0.00
C -3.896 -2.783 2.040  0.00
Si -2.515 -1.695 2.727  0.00
C -3.287 -0.324 3.748  0.00
C -1.506 -2.866 3.806  0.00
C -1.504 -1.230 1.270  0.01
C -0.977 -0.560 0.316  -0.02
H -4.706 -3.020 2.730  0.00
H -3.456 -3.728 1.691  0.00
H -4.304 -2.283 1.146  0.00
H -3.497 -0.509 4.796  0.00
H -4.245 -0.034 3.286  0.00
H -2.685 0.576 3.635  0.00
H -0.529 -2.935 3.347  0.00
H -1.905 -3.891 3.832  0.00
H -1.349 -2.547 4.811  0.00
F -2.335 2.845 -2.175  0.00
B -3.330 2.650 -1.183  0.00
F -3.004 3.298 -0.010  0.00
F -4.544 2.890 -1.690  0.00
F -3.141 1.154 -0.986  0.00
C -1.629 -5.655 0.160  0.00
Te -2.012 -5.438 -2.107  0.00
C -0.143 -6.630 -2.105  0.00
C 0.273 -7.036 -0.754  0.00
C 1.340 -7.911 -0.537  0.00
C 1.779 -8.225 0.738  0.00
C 1.045 -7.822 1.843  0.00
C -0.096 -7.018 1.740  0.00
C -0.495 -6.587 0.442  0.00
H -2.576 -6.020 0.548  0.00
H -1.469 -4.661 0.589  0.00
H 0.557 -5.966 -2.631  0.00
H -0.463 -7.479 -2.721  0.00
H 1.938 -8.126 -1.437  0.00
H 2.787 -8.597 0.872  0.00
H 1.425 -8.073 2.828  0.00
H -0.627 -6.607 2.613  0.00

Atoms 1-6, force components in eV/Å:
1.58 -0.68 -0.54
-0.72 -1.10 1.36
0.40 1.31 -1.40
-0.42 -0.19 0.74
0.10 -0.98 0.51
-0.34 -0.07 0.51

The gap between HOMO and LUMO (spin up / spin down) comes out at 0.2133 / 0.2134 Ha. The electronic energy comes out at -7252.595041 a.u. As for the multiplicity: 2. Its expectation value of S² is 0.751. For the LUMO energy (spin up / spin down), the calculation gives -0.31 / -0.31 eV. Its net charge is 0. Its molecular weight is 1259.72 g/mol.

Which of these has the highest molecular weight? C42H58BBrCeF4N7O3SSi3Te

multiplicity of number 3 (C4H12NS2)? 1

Which formula does entry 4 have? C42H58BBrCeF4N7O3SSi3Te